(1)
# C22H36BeBrCl5CsF2N2O19S4

C22H36BeBrCl5CsF2N2O19S4 as an isolated structure in a non-equilibrium geometry (the ωB97M-V functional and the def2-TZVPD basis, the OMol25 dataset).

Each line ends with the Löwdin charge.
Element x y z (Å)
O -1.677 3.965 5.260  0.079
C -2.375 4.916 5.450  -0.218
C -3.195 5.447 4.272  -0.135
N -4.675 5.504 4.472  -0.239
S -5.351 4.041 5.004  0.511
O -4.533 2.960 4.638  -0.181
O -6.660 3.987 4.417  -0.464
F -5.580 4.090 6.518  -0.099
S -5.111 6.852 5.401  0.549
O -4.699 6.689 6.742  -0.206
O -4.606 7.990 4.746  -0.245
F -6.637 6.909 5.371  -0.065
H -2.432 5.353 6.457  0.137
H -2.852 6.437 3.974  0.109
H -3.022 4.794 3.423  0.135
C -1.907 0.829 4.259  -0.103
O -0.679 0.762 3.558  -0.197
C 0.418 0.607 4.440  -0.198
C 1.655 0.204 3.671  -0.208
O 1.714 -1.190 3.396  -0.118
C 0.874 -1.652 2.350  -0.169
C 1.399 -1.362 0.958  -0.164
O 1.089 -0.023 0.567  -0.170
C 1.789 0.379 -0.572  -0.544
H -1.907 1.661 4.963  0.060
H -2.701 0.981 3.532  0.086
H -2.095 -0.111 4.791  0.095
H 0.192 -0.155 5.195  0.135
H 0.595 1.570 4.939  0.130
H 2.523 0.406 4.304  0.126
H 1.764 0.795 2.763  0.064
H -0.145 -1.280 2.479  0.133
H 0.849 -2.731 2.459  0.103
H 0.915 -2.048 0.249  0.122
H 2.485 -1.512 0.929  0.138
H 2.868 0.385 -0.389  0.014
H 1.483 1.396 -0.819  -0.077
H 1.560 -0.277 -1.421  -0.081
Be -8.312 3.214 5.161  0.291
C -0.291 -7.698 -0.250  0.080
C -0.154 -6.807 0.744  -0.230
C 0.582 -5.508 0.546  -0.301
O 0.654 -4.736 1.484  0.100
C 1.172 -5.244 -0.751  0.070
C 1.040 -6.137 -1.743  -0.232
C 0.281 -7.423 -1.554  -0.306
O 0.187 -8.173 -2.506  0.105
O 1.564 -5.946 -2.943  0.126
O -0.654 -7.010 1.951  0.132
H -0.819 -8.632 -0.121  0.139
H 1.717 -4.318 -0.882  0.127
H 1.325 -6.733 -3.472  0.127
H -0.420 -6.224 2.480  0.125
O 3.380 2.123 -3.237  -0.748
S 3.718 3.547 -3.290  0.538
O 2.764 4.512 -2.802  -0.288
O 4.141 3.896 -4.759  -0.236
C 3.230 3.589 -5.849  -0.211
C 2.045 4.534 -5.902  -0.054
C 5.308 3.894 -2.581  -0.132
H 2.909 2.546 -5.781  0.110
H 3.813 3.684 -6.760  0.134
H 1.402 4.424 -5.028  0.057
H 1.443 4.336 -6.789  0.098
H 2.381 5.569 -5.924  0.098
H 6.028 3.185 -2.984  0.093
H 5.261 3.797 -1.516  -0.027
H 5.568 4.917 -2.844  0.095
C -2.646 10.867 3.433  -2.059
Cl -3.909 10.487 2.259  0.532
Cl -1.500 12.003 2.722  0.533
Cl -3.370 11.578 4.873  0.543
Cl -1.793 9.379 3.879  0.514
C -0.280 2.180 -4.059  -0.446
C -1.392 2.827 -4.767  -0.233
N -2.259 3.332 -5.319  0.175
H 0.593 2.101 -4.719  0.012
H -0.007 2.768 -3.175  0.016
H -0.575 1.176 -3.740  0.004
Cl 3.529 3.125 -0.318  0.201
C 0.619 -11.418 -3.853  -0.165
C -0.592 -11.057 -4.679  -0.166
O -0.049 -10.466 -5.866  -0.188
S 1.354 -11.158 -6.215  0.597
O 1.143 -12.158 -7.192  -0.209
O 2.321 -10.136 -6.382  -0.221
O 1.590 -11.876 -4.802  -0.184
H 1.027 -10.543 -3.344  0.114
H 0.407 -12.195 -3.124  0.137
H -1.250 -10.359 -4.171  0.130
H -1.158 -11.945 -4.968  0.135
Br 4.174 1.624 1.470  0.434
Cs 1.426 1.117 -2.787  2.070

As for the charge: +1. The calculation puts the frontier orbital gap at 1.8 eV. Its LUMO energy is -6.1 eV. The calculation puts the total energy at -9100.518972 a.u. Its HOMO energy is -7.9 eV.



(2)
# CH3NO

One molecule with the formula CH3NO (the ωB97M-V functional and the def2-TZVPD basis, the OMol25 dataset).

Each line ends with the Löwdin charge.
Element x y z (Å)
N -0.407 0.050 -1.012  0.100
C 0.327 -0.226 0.112  -0.432
O 0.093 0.191 1.217  0.019
H 0.010 -0.260 -1.877  0.086
H -0.974 0.890 -1.015  0.104
H 1.181 -0.889 -0.127  0.123

The calculation puts the frontier orbital gap at 11.1 eV. Its LUMO energy is 0.9 eV. The calculation puts the total energy at -169.906786 a.u. As for the structure (SMILES): NC=O. Its HOMO energy is -10.2 eV.



(3)
# C7H13N3O4

A 2-piece molecular cluster, C7H13N3O4 overall in a non-equilibrium geometry (the ωB97M-V functional and the def2-TZVPD basis, the OMol25 dataset).

Each line ends with the Löwdin charge.
Element x y z (Å)
C 0.770 -1.841 2.007  -0.052
O 1.630 -1.706 0.882  -0.015
C 1.731 -0.479 0.385  -0.347
N 1.343 0.669 0.987  0.206
C 1.663 1.624 0.168  -0.383
C 1.436 3.070 0.368  0.026
O 2.247 1.183 -0.950  0.154
N 2.278 -0.254 -0.801  -0.177
O 2.736 -0.954 -1.693  0.005
H 1.014 -2.805 2.448  0.096
H -0.274 -1.827 1.683  0.075
H 0.943 -1.037 2.724  0.088
H 1.919 3.624 -0.431  0.091
H 1.838 3.366 1.333  0.093
H 0.367 3.282 0.364  0.091
C -0.823 -2.466 -1.041  -0.049
N -1.688 -1.734 -0.509  -0.038
C -2.114 -0.524 -1.146  -0.231
C -1.994 0.640 -0.151  -0.265
O -2.542 1.837 -0.644  -0.069
H -0.336 -2.267 -2.002  0.088
H -0.531 -3.370 -0.528  0.072
H -3.172 -0.651 -1.405  0.121
H -1.553 -0.293 -2.064  0.120
H -0.942 0.858 0.042  0.089
H -2.464 0.344 0.797  0.122
H -3.481 1.709 -0.824  0.087

The calculation puts the frontier orbital gap at 8.9 eV. Its LUMO energy is 0.7 eV. The calculation puts the total energy at -739.602568 a.u. As for the structure (SMILES): COc1nc(C)o[n+]1[O-].C=NCCO. Its HOMO energy is -8.2 eV.